Below is an isolated molecule of C11H12N2O2, with properties calculated with the ωB97M-V functional and the def2-TZVPD basis.

Structure (ORCA input):
```
! RIJCOSX wB97M-V def2-TZVPD def2/J DEFGRID3
* xyz 0 1
C -2.261 -1.403 0.843
C -1.676 -0.190 -0.018
C -2.794 0.160 -0.957
C -1.330 0.952 0.949
O -0.557 1.927 0.118
C 0.234 1.178 -0.816
C 1.615 0.713 -0.534
C 2.642 1.523 -0.150
C 3.850 0.864 0.352
N 3.991 -0.415 0.473
C 2.947 -1.184 0.162
C 1.781 -0.686 -0.443
C 0.477 -1.399 -0.546
O 0.228 -2.592 -0.428
N -0.476 -0.461 -0.748
H -2.673 -2.100 0.255
H -2.898 -0.962 1.550
H -1.514 -2.050 1.378
H -3.253 -0.720 -1.282
H -2.377 0.791 -1.702
H -3.654 0.536 -0.544
H -2.146 1.650 1.165
H -0.705 0.509 1.704
H 0.174 1.518 -1.854
H 2.487 2.536 0.005
H 4.770 1.471 0.524
H 3.120 -2.167 0.542
*
```

Values from the calculation:
HOMO level: -9.60 eV
Maximum force: 4.89 eV Å⁻¹
ΔE to the lowest compared entry with this formula, charge and spin: 3.592 eV


Below is a structure of composition C11H12N2O6PdS3, with properties calculated with the ωB97M-V functional and the def2-TZVPD basis.

Structure (ORCA input):
```
! RIJCOSX wB97M-V def2-TZVPD def2/J DEFGRID3
* xyz 0 5
Pd 0.161 -0.614 0.835
O 1.992 0.158 -0.708
C 1.330 1.147 -0.332
O 0.080 1.294 -0.517
C 1.981 2.154 0.579
C 3.018 2.965 0.169
C 3.553 3.905 1.044
C 3.066 4.031 2.344
C 2.054 3.206 2.780
C 1.501 2.244 1.911
S 0.351 1.147 2.529
H 3.408 2.864 -0.835
H 4.361 4.544 0.711
H 3.494 4.764 3.014
H 1.685 3.265 3.796
C -2.380 0.351 -2.513
N -2.407 -0.959 -1.900
C -2.282 -2.188 -2.689
C -2.073 -3.273 -1.616
N -2.375 -2.544 -0.385
C -2.405 -1.231 -0.604
S -2.359 -0.083 0.682
H -3.271 0.496 -3.125
H -1.488 0.439 -3.134
H -2.331 1.102 -1.731
H -1.429 -2.095 -3.361
H -3.181 -2.348 -3.287
H -1.047 -3.637 -1.582
H -2.751 -4.113 -1.743
H -2.074 -2.868 0.527
O 0.505 -4.149 2.559
S 0.399 -2.923 1.847
O 1.399 -1.866 2.237
O -0.923 -2.191 2.133
O 0.435 -2.993 0.365
*
```

Values from the calculation:
HOMO level (spin up / spin down): -9.17 / -9.25 eV
Maximum force: 0.45 eV Å⁻¹
ΔE to the lowest compared entry with this formula, charge and spin: 0.000 eV


Below is a structure of composition C11H12N2O7S2Tc, with properties calculated with the ωB97M-V functional and the def2-TZVPD basis.

Structure (ORCA input):
```
! RIJCOSX wB97M-V def2-TZVPD def2/J DEFGRID3
* xyz 0 2
Tc 0.345 -0.320 -0.084
O 2.728 0.101 3.922
C 2.288 0.258 2.692
O 2.600 -0.434 1.753
C 1.309 1.405 2.549
O 0.998 1.653 1.204
C 1.963 2.350 0.418
C 2.554 1.463 -0.731
O 3.680 1.686 -1.114
O 1.742 0.597 -1.193
H 3.255 -0.708 4.030
H 0.371 1.088 3.025
H 1.687 2.297 3.062
H 1.435 3.173 -0.078
H 2.790 2.742 1.011
S -0.932 -1.633 -1.583
C -2.278 -0.633 -2.092
C -3.201 -1.159 -2.991
C -4.232 -0.371 -3.466
C -4.357 0.943 -3.033
C -3.477 1.457 -2.101
C -2.427 0.677 -1.621
S -1.298 1.347 -0.472
H -3.075 -2.181 -3.314
H -4.929 -0.776 -4.184
H -5.136 1.572 -3.432
H -3.583 2.468 -1.739
N 1.606 -2.268 0.062
N 1.230 -2.826 1.301
C 0.368 -2.096 2.151
O 0.390 -2.353 3.337
O -0.380 -1.245 1.562
H 1.475 -2.943 -0.698
H 2.575 -1.943 0.060
H 1.917 -3.389 1.788
*
```

Values from the calculation:
HOMO level (spin up / spin down): -8.19 / -8.51 eV
Maximum force: 3.64 eV Å⁻¹
ΔE to the lowest compared entry with this formula, charge and spin: 0.838 eV